1.
The following is a quantum chemistry calculation of a 19-piece molecular cluster, C68H189N15O19 overall, from the Open Molecules 2025 dataset.

Values from the calculation:
- calculated total energy (eV) = -134819.788
- energy relative to the best compared isomer or geometry (same formula, charge and spin) (kJ/mol) = 680.1
- total charge = 0
- frontier orbital gap (eV) = 8.80

Each line ends with the Löwdin charge.
Positions of all 291 atoms, in Å:
C: 6.897 3.982 -3.175  -0.066
C: 5.685 4.841 -2.696  -0.419
C: 5.170 4.349 -1.353  -0.175
O: 4.802 2.969 -1.520  -0.199
C: 4.401 2.369 -0.354  -0.133
N: 6.300 6.149 -2.675  0.026
H: 7.313 4.303 -4.129  0.080
H: 6.622 2.937 -3.314  0.062
H: 7.777 4.068 -2.537  0.077
H: 5.003 4.878 -3.545  0.127
H: 4.423 4.981 -0.873  0.110
H: 6.051 4.394 -0.712  0.126
H: 4.432 1.285 -0.472  0.095
H: 3.344 2.592 -0.209  0.078
H: 4.946 2.728 0.518  0.070
H: 5.818 6.732 -2.007  0.071
H: 7.258 6.086 -2.361  0.063
C: -3.103 -2.028 -3.016  -0.052
C: -2.841 -2.530 -4.451  -0.401
C: -1.411 -2.108 -4.924  -0.179
O: -1.077 -0.716 -4.870  -0.215
C: 0.349 -0.468 -5.081  -0.052
N: -2.992 -3.985 -4.391  0.045
H: -4.154 -1.956 -2.738  0.062
H: -2.830 -0.977 -2.924  0.065
H: -2.588 -2.664 -2.296  0.073
H: -3.536 -2.143 -5.197  0.123
H: -1.053 -2.586 -5.836  0.125
H: -0.788 -2.613 -4.186  0.106
H: 0.707 -0.890 -6.020  0.082
H: 0.871 -0.939 -4.248  0.067
H: 0.557 0.600 -5.033  0.061
H: -2.067 -4.256 -4.089  0.043
H: -3.688 -4.195 -3.689  0.052
C: 4.584 3.191 6.912  -0.034
C: 5.445 1.932 6.695  -0.434
C: 6.111 1.897 5.267  -0.214
O: 5.171 1.753 4.228  -0.201
C: 5.892 1.599 3.013  -0.100
N: 6.412 1.598 7.738  0.043
H: 3.865 3.340 6.106  0.049
H: 5.318 3.994 6.981  0.077
H: 4.092 3.167 7.884  0.077
H: 4.774 1.074 6.660  0.122
H: 6.775 1.035 5.339  0.110
H: 6.677 2.826 5.200  0.128
H: 5.010 1.502 2.380  0.075
H: 6.508 0.707 3.120  0.090
H: 6.517 2.405 2.628  0.089
H: 6.767 2.490 8.052  0.063
H: 7.160 1.113 7.264  0.056
C: 0.425 6.457 2.225  -0.066
C: 1.828 6.720 1.804  -0.430
C: 2.734 5.514 2.119  -0.151
O: 2.764 5.156 3.552  -0.174
C: 2.613 3.793 3.774  -0.145
N: 1.880 7.145 0.409  0.032
H: 0.112 5.453 2.514  0.070
H: -0.360 6.726 1.518  0.067
H: 0.119 7.188 2.973  0.077
H: 2.259 7.588 2.303  0.133
H: 3.782 5.791 2.008  0.118
H: 2.500 4.702 1.430  0.109
H: 2.285 3.582 4.792  0.083
H: 3.529 3.261 3.517  0.071
H: 1.840 3.325 3.166  0.075
H: 1.699 6.483 -0.333  0.014
H: 1.389 8.021 0.302  0.070
C: -0.069 4.818 -3.610  -0.056
C: 0.902 4.130 -2.681  -0.397
C: 1.714 3.055 -3.440  -0.205
O: 2.466 3.545 -4.510  -0.204
C: 3.543 2.697 -4.938  -0.071
N: 1.679 5.189 -2.013  0.067
H: -0.623 5.521 -2.988  0.079
H: -0.786 4.242 -4.195  0.063
H: 0.520 5.462 -4.263  0.082
H: 0.267 3.647 -1.937  0.122
H: 1.045 2.308 -3.866  0.100
H: 2.351 2.595 -2.684  0.106
H: 3.975 3.243 -5.777  0.090
H: 3.213 1.738 -5.338  0.079
H: 4.365 2.532 -4.243  0.071
H: 2.522 4.761 -1.658  0.041
H: 2.160 5.691 -2.746  0.083
C: -3.424 -5.952 7.509  -0.039
C: -4.473 -6.149 6.378  -0.395
C: -3.850 -6.813 5.151  -0.168
O: -2.862 -5.914 4.659  -0.256
C: -2.266 -6.230 3.427  -0.104
N: -5.581 -6.997 6.888  0.021
H: -2.513 -5.446 7.192  0.034
H: -3.035 -6.928 7.801  0.083
H: -3.786 -5.391 8.370  0.082
H: -5.057 -5.260 6.139  0.131
H: -4.554 -7.064 4.357  0.129
H: -3.282 -7.705 5.414  0.128
H: -1.718 -7.164 3.546  0.089
H: -1.409 -5.571 3.290  0.077
H: -2.882 -6.221 2.528  0.080
H: -5.852 -6.555 7.755  0.063
H: -5.135 -7.854 7.181  0.060
C: 0.829 4.121 -9.466  -0.048
C: 0.754 3.929 -7.888  -0.377
C: 0.562 2.478 -7.319  -0.188
O: 1.503 1.613 -7.948  -0.189
C: 0.803 0.613 -8.691  -0.099
N: 2.057 4.432 -7.465  0.031
H: 1.087 5.158 -9.681  0.065
H: -0.164 3.832 -9.810  0.069
H: 1.751 3.675 -9.838  0.071
H: 0.038 4.586 -7.395  0.130
H: -0.475 2.146 -7.368  0.102
H: 0.703 2.477 -6.238  0.094
H: 0.149 0.069 -8.009  0.064
H: 1.432 -0.168 -9.119  0.090
H: 0.139 1.017 -9.456  0.088
H: 2.622 3.631 -7.711  0.053
H: 1.998 4.366 -6.459  0.033
C: 8.623 -2.760 -7.009  -0.057
C: 7.690 -2.255 -5.843  -0.450
C: 6.172 -2.390 -6.239  -0.205
O: 5.308 -2.167 -5.185  -0.199
C: 4.966 -0.848 -4.964  -0.119
N: 7.885 -2.963 -4.615  0.048
H: 8.340 -3.775 -7.288  0.070
H: 9.667 -2.698 -6.704  0.068
H: 8.470 -2.153 -7.901  0.068
H: 7.896 -1.185 -5.793  0.116
H: 6.133 -3.473 -6.361  0.128
H: 5.958 -1.821 -7.144  0.131
H: 4.455 -0.822 -4.001  0.080
H: 4.365 -0.525 -5.813  0.089
H: 5.758 -0.106 -4.864  0.088
H: 7.027 -2.777 -4.114  0.061
H: 8.724 -2.639 -4.157  0.078
C: 1.773 -0.195 3.977  -0.024
C: 1.817 -1.483 3.112  -0.392
C: 2.767 -2.570 3.712  -0.189
O: 4.014 -1.918 3.940  -0.182
C: 4.915 -2.830 4.570  -0.097
N: 0.501 -2.050 2.982  0.065
H: 1.276 0.612 3.438  0.064
H: 2.745 0.270 4.142  0.064
H: 1.301 -0.437 4.930  0.069
H: 2.214 -1.313 2.112  0.123
H: 2.867 -3.407 3.021  0.111
H: 2.322 -2.928 4.640  0.108
H: 4.691 -3.148 5.587  0.087
H: 5.922 -2.414 4.601  0.082
H: 4.891 -3.739 3.969  0.074
H: -0.150 -1.561 3.580  0.034
H: 0.553 -2.972 3.389  0.061
C: -6.594 1.026 2.531  -0.047
C: -6.609 0.743 1.031  -0.413
C: -7.365 1.856 0.195  -0.201
O: -7.225 3.177 0.688  -0.210
C: -7.913 4.272 0.038  -0.073
N: -5.252 0.686 0.622  0.036
H: -5.933 1.867 2.740  0.073
H: -6.183 0.143 3.022  0.060
H: -7.612 1.269 2.834  0.080
H: -7.026 -0.220 0.734  0.117
H: -8.426 1.610 0.150  0.107
H: -7.187 1.759 -0.876  0.110
H: -8.714 3.917 -0.611  0.085
H: -7.173 4.887 -0.473  0.061
H: -8.372 4.875 0.822  0.085
H: -4.905 1.623 0.472  0.018
H: -5.162 0.305 -0.309  0.075
C: -2.170 1.665 3.514  -0.070
C: -2.155 0.147 3.540  -0.369
C: -3.051 -0.488 4.672  -0.180
O: -2.935 -1.870 4.501  -0.234
C: -4.163 -2.469 4.239  -0.101
N: -2.726 -0.202 2.183  0.087
H: -1.789 2.101 4.438  0.079
H: -3.147 2.115 3.334  0.072
H: -1.515 1.980 2.702  0.053
H: -1.132 -0.145 3.778  0.092
H: -4.055 -0.080 4.558  0.117
H: -2.611 -0.101 5.591  0.120
H: -4.640 -2.042 3.357  0.083
H: -4.807 -2.408 5.116  0.096
H: -4.003 -3.539 4.107  0.077
H: -3.690 0.100 2.170  0.022
H: -2.743 -1.209 2.102  0.047
C: 0.405 -4.933 6.581  -0.054
C: -0.508 -3.779 6.789  -0.422
C: 0.173 -2.442 7.053  -0.227
O: 0.868 -2.426 8.254  -0.185
C: 1.326 -1.104 8.756  -0.043
N: -1.183 -3.737 5.506  0.057
H: 0.930 -5.143 7.512  0.085
H: 1.000 -4.804 5.676  0.071
H: -0.178 -5.842 6.429  0.073
H: -1.353 -3.881 7.470  0.122
H: -0.465 -1.569 6.911  0.120
H: 0.943 -2.238 6.309  0.097
H: 2.080 -1.284 9.523  0.084
H: 0.514 -0.503 9.165  0.080
H: 1.762 -0.540 7.932  0.073
H: -1.678 -4.558 5.185  0.031
H: -1.799 -2.941 5.427  0.044
C: -5.750 3.841 -5.557  -0.034
C: -4.908 3.546 -4.261  -0.425
C: -3.417 3.731 -4.390  -0.214
O: -2.793 3.120 -5.542  -0.183
C: -2.880 1.691 -5.591  -0.090
N: -5.472 4.262 -3.095  0.047
H: -5.284 3.368 -6.421  0.070
H: -5.885 4.913 -5.701  0.075
H: -6.761 3.445 -5.467  0.069
H: -4.970 2.500 -3.963  0.124
H: -3.016 3.551 -3.392  0.104
H: -3.181 4.787 -4.520  0.126
H: -3.907 1.329 -5.528  0.082
H: -2.328 1.234 -4.770  0.075
H: -2.424 1.268 -6.485  0.079
H: -6.477 4.180 -3.144  0.069
H: -5.303 5.229 -3.332  0.074
C: -6.396 -4.923 -1.518  -0.036
C: -6.152 -4.094 -0.194  -0.432
C: -4.867 -4.393 0.533  -0.139
O: -3.720 -3.654 -0.098  -0.200
C: -2.461 -3.938 0.531  -0.086
N: -6.238 -2.666 -0.362  0.036
H: -6.120 -5.944 -1.251  0.068
H: -5.682 -4.526 -2.239  0.057
H: -7.416 -4.838 -1.893  0.071
H: -7.078 -4.234 0.364  0.127
H: -4.664 -5.459 0.639  0.115
H: -5.022 -4.077 1.565  0.109
H: -1.679 -3.314 0.101  0.076
H: -2.186 -4.989 0.436  0.067
H: -2.461 -3.683 1.591  0.072
H: -6.822 -2.305 -1.103  0.078
H: -5.306 -2.386 -0.631  0.042
C: -1.976 3.723 0.628  -0.050
C: -3.485 3.813 0.434  -0.391
C: -4.010 5.277 0.422  -0.207
O: -3.574 6.106 1.478  -0.196
C: -4.119 7.511 1.399  -0.042
N: -4.076 2.987 -0.620  0.047
H: -1.621 2.726 0.367  0.069
H: -1.732 3.985 1.658  0.063
H: -1.411 4.411 0.000  0.068
H: -3.838 3.271 1.312  0.112
H: -5.098 5.247 0.370  0.098
H: -3.679 5.763 -0.496  0.116
H: -3.930 7.956 0.422  0.081
H: -3.629 8.128 2.152  0.075
H: -5.155 7.510 1.739  0.078
H: -5.068 3.102 -0.771  0.043
H: -3.738 3.378 -1.488  0.036
C: 0.573 -7.329 -1.750  -0.100
C: -0.823 -6.865 -1.619  -0.341
O: -0.907 -5.609 -2.270  -0.083
H: 0.616 -8.366 -1.418  0.084
H: 1.363 -6.677 -1.379  0.064
H: 0.643 -7.343 -2.838  0.087
H: -0.979 -6.752 -0.546  0.084
H: -1.594 -7.526 -2.016  0.124
H: -0.093 -5.217 -1.947  0.031
C: 1.896 -6.490 1.704  -0.083
C: 1.899 -6.776 3.174  -0.359
O: 2.837 -5.957 3.691  -0.075
H: 1.068 -6.979 1.189  0.064
H: 2.884 -6.688 1.289  0.082
H: 1.819 -5.434 1.448  0.070
H: 2.250 -7.791 3.358  0.121
H: 0.921 -6.570 3.609  0.100
H: 3.679 -6.418 3.681  0.099
C: 3.203 -2.857 -2.482  -0.118
C: 2.442 -3.708 -1.630  -0.307
O: 1.028 -3.452 -1.874  -0.093
H: 4.251 -2.698 -2.227  0.091
H: 2.677 -1.909 -2.370  0.060
H: 3.151 -3.184 -3.520  0.093
H: 2.661 -3.390 -0.611  0.119
H: 2.708 -4.729 -1.907  0.114
H: 0.828 -2.680 -1.341  0.028
C: 0.969 0.098 -1.358  -0.073
C: 0.012 -0.129 -0.203  -0.279
O: 0.216 -1.499 0.117  -0.113
H: 2.009 0.185 -1.045  0.071
H: 0.657 1.067 -1.748  0.059
H: 0.911 -0.643 -2.155  0.049
H: -0.939 0.032 -0.710  0.108
H: 0.168 0.517 0.661  0.114
H: 0.023 -1.540 1.057  0.025

Atoms 1-3, force components in eV/Å:
-0.54 -0.80 -0.43
2.20 -0.39 -1.42
0.86 -0.95 -0.76

2.
The following is a quantum chemistry calculation of a 2-piece molecular cluster, C2H6N2O overall, from the Open Molecules 2025 dataset.

Values from the calculation:
- SMILES = NC=O.C=N
- calculated total energy (eV) = -7197.508
- energy relative to the best compared isomer or geometry (same formula, charge and spin) (kJ/mol) = 220.0
- total charge = 0
- frontier orbital gap (eV) = 11.11

Each line ends with the Löwdin charge.
Positions of all 11 atoms, in Å:
N: -1.386 0.227 0.889  0.074
C: -2.088 0.110 -0.273  -0.438
O: -1.733 -0.195 -1.396  0.015
H: -0.314 0.329 0.757  0.102
H: -1.696 -0.398 1.663  0.116
H: -3.134 0.176 -0.018  0.108
C: 2.184 0.259 -0.130  -0.172
N: 2.043 -1.023 -0.178  0.006
H: 2.825 0.868 0.621  0.083
H: 1.625 0.931 -0.837  0.065
H: 1.675 -1.283 -1.097  0.041

Atoms 1-3, force components in eV/Å:
3.37 0.18 0.28
-0.69 -1.78 -0.51
0.52 1.14 0.86